Record 1
{
  "formula": "C3H14O5",
  "method": "ωB97M-V/def2-TZVPD",
  "energy_ha": -498.8241,
  "relative_energy_kcal_mol": 53.1,
  "smiles": "CCC=O.O.O.O.O",
  "species": ["O", "O", "H", "H", "C", "H", "H", "H", "H", "O", "H", "H", "H", "H", "O", "O", "H", "H", "C", "C", "H", "H"],
  "positions_angstrom": [[1.230974, -1.323341, 0.635400], [-1.707743, 0.630747, -1.855604], [-0.781132, 2.477751, 2.219768], [1.509343, -2.172655, 0.888822], [-0.777888, 2.407959, 1.093636], [1.047389, 2.772066, 0.027745], [2.475404, 1.137747, 1.510871], [0.349272, -1.488247, 0.541426], [0.520211, 0.926119, -0.069995], [0.979375, 0.914914, 2.893224], [-1.888756, 0.364264, -0.884750], [-0.481836, -3.264718, -1.477643], [1.048165, -1.904334, -1.709469], [-1.600799, 1.843658, 0.611167], [0.466689, -2.016486, -2.433940], [-0.590698, -3.410282, -0.485264], [-1.017497, -4.236423, -0.545596], [-0.918609, 3.356810, 0.775851], [0.702079, 1.782493, 0.591382], [1.413373, 1.231364, 1.829095], [-0.399309, -1.589549, -2.209552], [-1.578008, 1.560144, -1.946574]],
  "atomic_forces_ev_per_a": [[2.952, 1.910, -0.279], [-0.540, -2.456, 2.018], [-0.387, -0.694, -1.241], [1.142, -1.760, 0.639], [1.600, -3.795, 0.879], [0.601, -2.744, 1.232], [0.224, -0.419, 0.913], [-4.135, -0.388, -0.497], [0.348, 0.481, -0.127], [-0.389, 0.202, 0.043], [0.440, 1.289, -2.471], [0.502, 0.281, 1.631], [0.816, 0.473, 1.428], [0.257, 0.036, 1.007], [-2.159, 0.122, -1.601], [0.426, 1.104, -1.893], [-0.976, -1.771, 0.735], [-0.025, 3.154, -1.282], [-3.809, 3.239, 0.838], [1.605, 0.709, -2.152], [1.421, 0.041, -0.274], [0.085, 0.989, 0.455]]
}


Record 2
{
  "formula": "C3H15BaO6",
  "method": "ωB97M-V/def2-TZVPD",
  "energy_ha": -599.9717,
  "charge": -1,
  "relative_energy_kcal_mol": 0.0,
  "species": ["H", "C", "H", "O", "O", "H", "H", "O", "C", "O", "H", "H", "Ba", "H", "H", "H", "H", "H", "H", "H", "O", "C", "O", "H", "H"],
  "positions_angstrom": [[17.352343, 11.240443, -7.126481], [23.277319, 4.802522, -6.543206], [16.581035, 9.247805, -6.050787], [14.727911, 7.132207, -3.649159], [22.090104, 5.417347, -6.856273], [17.931831, 4.881112, 1.531464], [15.801998, 10.500309, -7.597213], [19.144539, 0.728534, -4.561878], [16.883373, 10.365082, -7.575835], [17.132215, 9.207939, -6.835787], [17.238561, 10.284889, -8.603211], [18.856989, 0.262215, -3.752939], [17.767734, 4.718219, -5.025744], [23.212168, 3.769299, -6.202172], [16.049863, 4.676636, -9.392017], [16.432909, 5.024995, 0.497185], [23.868246, 5.347148, -5.806814], [17.831118, 5.999016, 0.235041], [14.192545, 6.328158, -3.502778], [17.678284, 3.187725, -0.014331], [17.892579, 4.016042, -0.449724], [17.522063, 4.995618, 0.527932], [16.636469, 4.027846, -8.956715], [22.206868, 6.246902, -7.325105], [23.967993, 4.832764, -7.385916]],
  "atomic_forces_ev_per_a": [[0.045, 0.209, 0.045], [2.512, 0.231, -0.166], [-0.116, -0.201, 0.114], [0.717, -1.107, -0.198], [-1.965, 0.083, 0.190], [-0.045, -0.620, 0.005], [-0.088, 0.443, -0.300], [-0.402, 0.656, 0.526], [-0.672, 0.477, -0.085], [0.698, -0.715, 0.235], [0.098, -0.345, 0.121], [0.146, 0.396, -0.496], [-0.913, -0.675, -0.850], [-0.710, 0.146, -0.150], [0.395, -0.340, 0.445], [-0.115, 0.146, 0.693], [-0.241, 0.146, 0.651], [0.245, -0.186, -0.483], [0.247, 0.559, -0.100], [0.113, -0.345, -0.388], [0.523, 0.368, 0.736], [-0.721, 0.693, -0.726], [-0.022, 0.583, 0.628], [0.306, -0.159, 0.016], [-0.036, -0.443, -0.462]]
}


Record 3
{
  "formula": "C3H15N10P",
  "method": "ωB97M-V/def2-TZVPD",
  "energy_ha": -1011.7474,
  "charge": 2,
  "relative_energy_kcal_mol": 13.9,
  "species": ["H", "H", "H", "H", "H", "C", "N", "N", "P", "H", "N", "N", "H", "H", "H", "H", "N", "H", "H", "C", "H", "N", "N", "H", "N", "N", "H", "N", "C"],
  "positions_angstrom": [[-0.023826, -1.863143, 2.274995], [-0.172963, 4.235286, 0.879959], [-3.848586, -2.424388, -1.047600], [-2.515339, -2.011733, -2.069570], [2.446724, -2.664492, 2.043481], [-2.490958, -1.155580, -0.318978], [-3.072307, -1.808657, -1.333664], [1.478168, -0.318543, 0.105826], [-0.233535, 0.051584, 0.404540], [2.593856, -0.359426, -2.437796], [-1.223816, -0.844282, -0.367749], [0.385724, -1.196943, 1.710405], [3.999196, 0.032946, -1.667740], [-4.195123, -1.101651, 0.906294], [-0.505208, 2.055054, 2.205264], [3.268944, -2.327013, 0.630732], [2.477910, -2.130823, 1.193518], [-0.579882, 4.015678, -0.805842], [-0.139743, 1.721817, -1.741709], [1.528327, -1.263133, 1.001862], [-2.683564, -0.485627, 1.680511], [-3.196627, -0.891057, 0.803340], [-0.310647, 1.553764, -0.818666], [3.101727, 1.303342, -2.326316], [-0.407913, 1.569469, 1.381178], [-0.557559, 3.631672, 0.154969], [2.287447, -0.026891, -0.811225], [3.038751, 0.374612, -1.881194], [-0.449164, 2.328147, 0.251166]],
  "atomic_forces_ev_per_a": [[-0.754, -1.752, 1.220], [-0.528, -0.083, -0.211], [0.626, 0.486, -0.904], [1.785, -1.020, -2.793], [-0.040, -0.242, 0.106], [0.196, -0.142, 1.200], [-2.695, 0.465, 3.761], [-1.032, 1.621, -2.099], [4.063, 0.360, 0.283], [0.411, 0.685, -0.783], [-1.105, -0.379, -0.872], [0.168, 3.300, -1.816], [-0.773, 0.552, -0.431], [0.757, 0.212, -0.140], [-0.280, 0.169, 2.872], [0.480, 0.367, -0.717], [0.435, -1.158, 1.287], [0.073, -0.206, 1.138], [0.322, 0.858, -2.615], [-0.897, -0.533, 1.133], [-1.622, -1.217, -2.570], [0.402, 0.873, 2.120], [-0.714, -2.537, 5.974], [-0.264, -0.869, 0.206], [-0.012, -1.450, -4.701], [0.242, 1.621, -0.193], [-0.955, 0.862, 1.065], [0.943, -1.097, 0.484], [0.766, 0.255, -2.004]]
}


Record 4
{
  "formula": "C3H15N2O2",
  "method": "ωB97M-V/def2-TZVPD",
  "energy_ha": -383.0157,
  "charge": 1,
  "relative_energy_kcal_mol": 37.8,
  "species": ["H", "H", "C", "H", "H", "H", "H", "H", "C", "H", "C", "O", "O", "H", "H", "H", "H", "H", "N", "N", "H", "H"],
  "positions_angstrom": [[-0.960171, 0.961311, 2.248820], [0.978629, -0.187340, -2.500671], [-1.790812, -0.482129, 0.958407], [0.268287, 1.118609, -1.852338], [1.140076, -0.595460, 3.106763], [-1.753822, -1.378589, 1.576709], [-0.849715, 1.412517, 0.538538], [-3.283743, 0.134013, -0.233020], [-0.778806, 0.584671, 1.240990], [0.959570, -0.302421, 0.220458], [0.946651, -0.999686, 2.125756], [0.789412, 0.356125, -1.711427], [2.606745, 0.649025, -4.576010], [-1.600165, -1.069419, 0.041592], [1.407190, 0.776426, 1.225979], [3.134636, 1.316742, -4.172137], [-3.613794, 0.617860, 1.385845], [0.065880, -1.623801, 2.086962], [-3.155993, -0.022728, 0.756866], [0.646158, 0.113213, 1.101524], [1.651681, -1.709735, 1.692691], [3.192106, 0.330797, -5.262297]],
  "atomic_forces_ev_per_a": [[0.540, 0.101, 0.028], [-0.385, 1.042, 0.123], [-1.168, -1.840, -1.427], [-0.751, 0.957, -1.126], [0.229, -0.038, 0.060], [-0.137, 0.607, 1.228], [-0.382, 0.013, 0.020], [-0.572, 0.481, 0.417], [0.706, 0.761, -0.561], [-1.283, 0.323, -0.871], [-0.866, -0.492, -1.411], [1.255, -2.010, 0.939], [-0.535, -0.626, -0.148], [0.492, 0.884, -0.294], [-0.572, 0.922, 0.256], [0.468, 0.933, 0.661], [0.277, 0.029, -0.061], [-0.341, 0.114, 0.678], [0.728, -0.473, -0.419], [1.514, -1.998, 1.927], [0.790, 0.659, 0.387], [-0.009, -0.350, -0.406]]
}


Record 5
{
  "formula": "C3H15NO3",
  "method": "ωB97M-V/def2-TZVPD",
  "energy_ha": -403.7604,
  "relative_energy_kcal_mol": 16.9,
  "smiles": "CCNC.O.O.O",
  "species": ["H", "C", "H", "N", "H", "O", "C", "H", "C", "H", "H", "H", "H", "H", "O", "H", "O", "H", "H", "H", "H", "H"],
  "positions_angstrom": [[1.619713, -2.223168, 0.138528], [0.612166, -0.009687, -1.043556], [0.417423, 2.097524, -0.691589], [1.581796, -0.142380, 0.055212], [-3.820758, -1.352948, 2.005057], [-2.782902, 0.493306, -1.132892], [2.320539, -1.386642, 0.029614], [3.014598, -1.484908, 0.862431], [0.597589, 1.418651, -1.542397], [2.276744, 0.594335, -0.033072], [0.888628, -0.677718, -1.872711], [-2.494066, -0.622527, 2.020153], [-2.169009, 1.028835, -0.617099], [1.612264, 1.663063, -1.891162], [-0.162083, 0.373601, 2.238110], [-0.064688, 1.640938, -2.366056], [-3.133938, -1.015090, 1.406397], [2.853991, -1.565127, -0.901983], [-3.334821, 0.056603, -0.474870], [-0.348670, -0.380516, -0.665136], [0.673328, 0.297361, 1.731951], [-0.157845, 1.196494, 2.745070]],
  "atomic_forces_ev_per_a": [[0.020, 0.116, -0.010], [-0.078, -0.640, -0.038], [-0.221, -0.091, -0.361], [0.706, 0.580, 0.118], [0.212, 0.083, -0.422], [0.039, 0.248, -0.181], [-0.545, -1.057, 0.218], [0.057, 0.295, 0.039], [0.740, 0.439, 0.702], [-0.179, 0.099, -0.063], [0.020, 0.058, 0.044], [0.227, -0.008, -0.358], [-0.126, -0.112, 0.003], [-0.160, -0.029, -0.019], [-0.354, 0.165, 0.368], [-0.425, -0.172, -0.012], [-0.335, -0.034, 0.742], [0.212, 0.093, -0.265], [0.147, -0.124, 0.199], [0.036, 0.321, -0.236], [-0.239, 0.041, -0.227], [0.247, -0.273, -0.242]]
}


Repeat the second record exactly.
{
  "formula": "C3H15BaO6",
  "method": "ωB97M-V/def2-TZVPD",
  "energy_ha": -599.9717,
  "charge": -1,
  "relative_energy_kcal_mol": 0.0,
  "species": ["H", "C", "H", "O", "O", "H", "H", "O", "C", "O", "H", "H", "Ba", "H", "H", "H", "H", "H", "H", "H", "O", "C", "O", "H", "H"],
  "positions_angstrom": [[17.352343, 11.240443, -7.126481], [23.277319, 4.802522, -6.543206], [16.581035, 9.247805, -6.050787], [14.727911, 7.132207, -3.649159], [22.090104, 5.417347, -6.856273], [17.931831, 4.881112, 1.531464], [15.801998, 10.500309, -7.597213], [19.144539, 0.728534, -4.561878], [16.883373, 10.365082, -7.575835], [17.132215, 9.207939, -6.835787], [17.238561, 10.284889, -8.603211], [18.856989, 0.262215, -3.752939], [17.767734, 4.718219, -5.025744], [23.212168, 3.769299, -6.202172], [16.049863, 4.676636, -9.392017], [16.432909, 5.024995, 0.497185], [23.868246, 5.347148, -5.806814], [17.831118, 5.999016, 0.235041], [14.192545, 6.328158, -3.502778], [17.678284, 3.187725, -0.014331], [17.892579, 4.016042, -0.449724], [17.522063, 4.995618, 0.527932], [16.636469, 4.027846, -8.956715], [22.206868, 6.246902, -7.325105], [23.967993, 4.832764, -7.385916]],
  "atomic_forces_ev_per_a": [[0.045, 0.209, 0.045], [2.512, 0.231, -0.166], [-0.116, -0.201, 0.114], [0.717, -1.107, -0.198], [-1.965, 0.083, 0.190], [-0.045, -0.620, 0.005], [-0.088, 0.443, -0.300], [-0.402, 0.656, 0.526], [-0.672, 0.477, -0.085], [0.698, -0.715, 0.235], [0.098, -0.345, 0.121], [0.146, 0.396, -0.496], [-0.913, -0.675, -0.850], [-0.710, 0.146, -0.150], [0.395, -0.340, 0.445], [-0.115, 0.146, 0.693], [-0.241, 0.146, 0.651], [0.245, -0.186, -0.483], [0.247, 0.559, -0.100], [0.113, -0.345, -0.388], [0.523, 0.368, 0.736], [-0.721, 0.693, -0.726], [-0.022, 0.583, 0.628], [0.306, -0.159, 0.016], [-0.036, -0.443, -0.462]]
}